76
Properties=species:S:1:pos:R:3 method="wB97M-V/def2-TZVPD" relative_energy_kcal_mol=39.8 energy_ev=-111048.9923 e_lumo_ev="-0.5922 / -0.6088" multiplicity=2 gap_ev="6.011 / 5.593" e_homo_ev="-6.60 / -6.20"
Mn 0.728 -0.624 -1.059
O 2.519 -1.526 -2.401
C 2.467 -0.559 -1.631
C 3.628 0.322 -1.295
C 4.935 0.197 -1.741
C 5.867 1.147 -1.351
C 5.478 2.217 -0.544
C 4.167 2.342 -0.109
C 3.236 1.371 -0.466
P 1.438 1.377 -0.056
C 1.362 1.280 1.766
C 2.447 1.259 2.630
C 2.257 1.101 3.998
C 0.978 0.974 4.516
C -0.117 1.002 3.659
C 0.077 1.145 2.295
C 1.037 3.129 -0.375
C 0.949 3.549 -1.702
C 0.646 4.867 -1.996
C 0.422 5.781 -0.975
C 0.506 5.370 0.346
C 0.812 4.048 0.645
H 5.199 -0.626 -2.393
H 6.893 1.073 -1.686
H 6.206 2.968 -0.266
H 3.871 3.196 0.490
H 3.453 1.347 2.240
H 3.115 1.079 4.657
H 0.832 0.855 5.581
H -1.120 0.911 4.058
H -0.773 1.166 1.618
H 1.089 2.832 -2.501
H 0.574 5.179 -3.030
H 0.178 6.809 -1.210
H 0.335 6.076 1.149
H 0.872 3.741 1.681
C 2.037 -4.521 2.447
O 1.873 -3.154 2.084
C 1.506 -2.818 0.837
O 1.385 -1.633 0.583
N 1.336 -3.824 -0.047
N 0.870 -3.512 -1.321
H 2.311 -4.516 3.497
H 2.843 -4.986 1.875
H 1.104 -5.076 2.325
H 1.592 -4.767 0.190
H 0.147 -4.162 -1.594
H 1.619 -3.437 -1.998
N -4.859 -4.114 1.576
C -4.366 -4.231 0.321
S -4.851 -5.350 -0.750
C -3.261 -3.224 0.013
C -2.566 -2.574 1.031
C -1.560 -1.688 0.682
N -1.237 -1.426 -0.587
C -1.924 -2.025 -1.563
C -2.933 -2.941 -1.303
H -5.663 -4.681 1.796
H -4.789 -3.239 2.067
H -2.738 -2.760 2.081
H -0.979 -1.178 1.441
H -1.655 -1.727 -2.571
H -3.464 -3.416 -2.115
C -5.342 0.553 -3.009
C -4.095 0.978 -2.287
C -4.157 1.703 -1.100
C -2.947 1.950 -0.482
N -1.781 1.566 -0.982
C -1.806 0.945 -2.173
S -0.297 0.463 -2.908
N -2.939 0.604 -2.819
H -6.066 1.367 -3.064
H -5.823 -0.275 -2.484
H -5.089 0.223 -4.014
H -5.093 2.045 -0.681
H -2.909 2.481 0.467